14
Properties=species:S:1:pos:R:3:nbo_charge:R:1 method="wB97M-V/def2-TZVPD" e_above_lowest_ev=0.8857 homo_ev=-8.4 smiles="NNC(=S)CCF"
C -0.33 0.45 -0.12 0.09
C 0.86 -0.34 -0.55 -0.51
C 2.09 -0.26 0.34 0.07
H -3.06 0.85 -0.24 0.36
H -2.67 0.44 1.26 0.36
H -1.42 -1.24 -0.39 0.38
H 0.58 -1.42 -0.68 0.20
H 1.19 0.10 -1.49 0.25
H 2.87 -0.89 -0.05 0.17
H 1.89 -0.53 1.40 0.16
N -2.76 0.05 0.32 -0.63
N -1.43 -0.32 0.03 -0.42
F 2.54 1.02 0.27 -0.35
S -0.35 2.10 -0.09 -0.14

=====

12
Properties=species:S:1:pos:R:3:nbo_charge:R:1 method="wB97M-V/def2-TZVPD" e_above_lowest_ev=4.8380 homo_ev=-9.2
C -0.35 -1.06 -0.78 -0.60
C 0.19 0.13 -0.02 -0.14
C -0.96 1.33 0.81 -0.10
N -0.25 0.22 1.38 -0.60
C 1.64 0.31 -0.14 0.26
N 2.79 0.42 -0.24 -0.27
H -0.22 -0.93 -1.86 0.23
H -1.42 -1.17 -0.56 0.23
H 0.16 -1.97 -0.46 0.24
H -0.17 1.18 -0.47 0.27
H -1.85 0.86 0.34 0.12
H 0.51 0.58 1.95 0.37

=====

87
Properties=species:S:1:pos:R:3:lowdin_charge:R:1 method="wB97M-V/def2-TZVPD" homo_ev=-12.3 total_charge=+2
C -4.77 0.15 6.13 -0.04
C -5.26 -0.25 4.72 -0.11
C -4.95 0.77 3.60 -0.12
O -3.72 1.32 3.74 -0.11
C -3.53 2.55 2.98 0.06
B -2.29 2.27 2.01 -0.52
O -2.43 2.52 0.67 0.32
B -2.04 1.35 0.03 -0.30
O -0.71 1.00 0.22 0.28
B -0.59 0.79 1.59 -0.50
C 0.09 -0.55 2.04 0.05
C -0.68 -1.75 1.48 -0.35
O 0.24 -2.78 1.24 -0.12
C -1.81 -2.25 2.36 -0.56
F -1.42 -3.16 3.23 0.20
F -2.74 -2.86 1.56 0.10
F -2.48 -1.28 3.01 0.14
O -1.12 1.74 2.48 0.31
H -3.72 0.37 6.17 0.02
H -5.35 1.00 6.46 0.08
H -4.91 -0.71 6.78 0.11
H -6.34 -0.41 4.72 0.14
H -4.80 -1.20 4.43 0.12
H -4.97 0.12 2.54 0.17
H -5.67 1.58 3.58 0.17
H -3.32 3.33 3.72 0.16
H -4.39 2.79 2.38 0.14
H -2.79 0.67 -0.58 0.14
H 1.05 -0.57 1.52 0.16
H 0.30 -0.62 3.10 0.13
H -1.08 -1.47 0.51 0.09
H -0.24 -3.57 0.98 0.02
Na -2.45 1.21 5.50 0.65
Cl -0.16 -2.93 -1.26 -0.03
F -5.03 0.60 1.35 -0.12
Li -2.27 -4.21 -1.18 0.71
Al -0.01 -3.67 -3.75 0.72
C -5.35 1.22 10.30 -1.63
Br -3.77 0.14 10.04 0.58
Br -5.35 2.77 9.15 0.58
Br -6.95 0.20 10.10 0.60
H -5.32 1.59 11.31 -0.02
C 0.84 2.74 -2.98 -0.08
C 2.24 2.71 -2.37 -0.29
O 2.27 3.42 -1.13 -0.07
H 0.52 3.77 -3.14 0.08
H 0.82 2.21 -3.93 0.08
H 0.12 2.29 -2.30 0.05
H 2.96 3.18 -3.03 0.12
H 2.56 1.68 -2.20 0.12
H 1.64 2.99 -0.54 0.06
B 3.59 -1.86 -4.38 -1.28
F 3.29 -2.89 -3.45 0.04
F 4.87 -1.39 -4.15 0.13
F 3.48 -2.37 -5.68 0.08
F 2.64 -0.82 -4.20 0.06
C 5.66 -6.01 -11.26 -0.05
O 4.23 -5.81 -11.41 -0.19
P 3.49 -4.72 -10.51 0.44
O 3.36 -5.46 -9.20 -0.15
O 2.15 -4.67 -11.34 -0.21
C 1.44 -5.89 -11.64 -0.08
O 3.45 -3.20 -10.15 -0.18
C 4.07 -2.70 -8.92 -0.04
H 5.98 -6.69 -12.04 0.09
H 6.20 -5.07 -11.37 0.09
H 5.87 -6.45 -10.29 0.10
H 1.55 -6.62 -10.84 0.09
H 1.80 -6.30 -12.58 0.09
H 0.39 -5.62 -11.75 0.09
H 5.07 -3.10 -8.79 0.09
H 3.45 -2.95 -8.06 0.08
H 4.13 -1.62 -9.01 0.10
C 3.68 5.83 5.37 -0.04
C 2.97 5.13 4.40 -0.05
C 1.80 4.49 4.74 0.00
C 1.35 4.56 6.05 -0.15
C 2.04 5.25 7.02 0.01
C 3.22 5.89 6.68 -0.04
N 0.09 3.91 6.41 -0.34
O -0.51 3.28 5.54 0.01
O -0.31 4.00 7.54 0.12
H 4.60 6.34 5.10 0.12
H 3.34 5.08 3.39 0.12
H 1.24 3.94 3.99 0.11
H 1.68 5.30 8.04 0.13
H 3.78 6.44 7.42 0.12

=====

9
Properties=species:S:1:pos:R:3:nbo_charge:R:1 method="wB97M-V/def2-TZVPD" e_above_lowest_ev=0.0000 homo_ev=-3.0 total_charge=-1
C 1.57 0.90 -0.61 0.29
C 1.12 -1.07 0.70 0.31
C -2.19 -0.01 -0.38 0.46
C 0.98 0.27 0.42 -0.78
N 1.82 1.40 -1.63 -0.52
N 1.09 -2.21 0.92 -0.53
O -2.06 -0.86 -1.16 -0.44
S -2.46 1.01 0.76 -0.02
H 0.14 0.58 0.98 0.23